Density functional theory data (ωB97M-V with the def2-TZVPD basis set) for the molecule C19H27N5O3S2 at a distorted geometry.

Its total energy is -2036.0798 Ha. Its SMILES is CC(C)Cc1nnc(NC(=O)c2cc(S(=O)(=O)N(C)C)ccc2N2CCCC2)s1. The LUMO energy comes out at 0.43 eV. The energy relative to the best compared isomer or geometry (same formula, charge and spin) is 0.500 eV.

CARTESIAN COORDINATES (ANGSTROEM)
C  -7.99  -2.41  -0.14
C  -6.60  -2.00  0.33
C  -5.63  -3.17  0.20
C  -6.11  -0.79  -0.48
C  -4.83  -0.27  0.03
N  -4.70  0.41  1.11
N  -3.45  0.76  1.40
C  -2.60  0.32  0.54
N  -1.25  0.57  0.62
C  -0.36  0.17  -0.35
O  -0.73  -0.47  -1.31
C  1.04  0.51  -0.03
C  1.92  -0.57  0.01
C  3.21  -0.41  0.45
S  4.34  -1.79  0.50
O  5.17  -1.66  1.66
O  3.61  -3.02  0.33
N  5.30  -1.46  -0.85
C  6.61  -2.06  -0.78
C  4.58  -1.73  -2.08
C  3.65  0.83  0.88
C  2.81  1.92  0.80
C  1.50  1.81  0.30
N  0.73  2.92  0.13
C  -0.41  3.01  -0.77
C  -0.36  4.43  -1.31
C  0.17  5.20  -0.10
C  1.24  4.25  0.43
S  -3.29  -0.58  -0.78
H  -8.36  -3.26  0.44
H  -8.70  -1.59  -0.03
H  -7.97  -2.71  -1.19
H  -6.65  -1.70  1.38
H  -5.99  -4.03  0.76
H  -5.52  -3.46  -0.84
H  -4.65  -2.90  0.59
H  -6.00  -1.08  -1.53
H  -6.86  0.00  -0.41
H  -0.93  1.05  1.45
H  1.57  -1.56  -0.27
H  7.27  -1.56  -1.49
H  6.98  -1.92  0.23
H  6.58  -3.14  -1.01
H  3.64  -1.18  -2.05
H  4.37  -2.80  -2.19
H  5.18  -1.38  -2.92
H  4.65  0.92  1.27
H  3.18  2.87  1.14
H  -1.35  2.86  -0.23
H  -0.34  2.26  -1.56
H  0.35  4.51  -2.14
H  -1.33  4.78  -1.64
H  -0.62  5.33  0.64
H  0.58  6.17  -0.35
H  2.19  4.42  -0.09
H  1.40  4.36  1.51

Density functional theory data (ωB97M-V with the def2-TZVPD basis set) for a structure of composition C24H40FMnO12 at a distorted geometry.

Its total energy is -3092.1293 Ha. Its expectation value of S² is 8.753. As for the net charge: +1. As for the spin multiplicity: 6. The LUMO energy (spin up / spin down) comes out at -4.63 / -4.67 eV.

CARTESIAN COORDINATES (ANGSTROEM)
Mn  22.78  -15.86  26.12
F  23.44  -14.94  24.48
O  25.85  -18.51  21.35
C  25.00  -17.99  20.67
O  24.54  -16.75  20.85
C  25.20  -15.96  21.84
C  26.50  -15.35  21.28
C  24.31  -18.72  19.54
H  25.41  -16.58  22.71
H  24.46  -15.21  22.12
H  26.93  -15.89  20.45
H  27.26  -15.17  22.04
H  26.21  -14.38  20.87
H  23.90  -19.63  19.97
H  25.04  -19.05  18.80
H  23.59  -18.11  19.01
O  27.26  -11.17  24.95
C  27.36  -12.22  24.36
O  28.50  -12.85  24.14
C  29.74  -12.35  24.71
C  29.75  -12.62  26.21
C  26.15  -12.98  23.89
H  29.86  -11.30  24.45
H  30.48  -12.99  24.22
H  28.94  -12.12  26.73
H  30.70  -12.26  26.61
H  29.72  -13.70  26.38
H  25.45  -12.29  23.44
H  25.72  -13.39  24.81
H  26.29  -13.83  23.23
O  20.40  -10.74  23.85
C  20.70  -11.45  22.94
O  19.95  -11.57  21.81
C  20.62  -12.39  20.85
C  22.08  -12.45  21.33
C  21.90  -12.37  22.83
H  20.60  -11.83  19.91
H  20.21  -13.38  20.70
H  22.68  -11.63  20.94
H  22.51  -13.40  21.01
H  22.76  -11.89  23.29
H  21.71  -13.32  23.33
O  18.16  -16.45  22.91
C  19.29  -16.65  22.60
O  20.18  -15.64  22.41
C  21.39  -16.19  21.81
C  20.92  -17.52  21.21
C  19.93  -17.97  22.26
H  22.11  -16.39  22.60
H  21.79  -15.50  21.08
H  21.79  -18.14  21.00
H  20.44  -17.33  20.24
H  20.44  -18.34  23.14
H  19.23  -18.73  21.93
O  24.54  -17.03  26.09
C  25.68  -17.15  25.67
O  26.62  -16.33  26.10
C  27.76  -16.40  25.20
C  27.65  -17.75  24.49
C  26.22  -18.21  24.79
H  28.66  -16.29  25.81
H  27.77  -15.52  24.55
H  28.41  -18.46  24.83
H  27.81  -17.62  23.42
H  26.22  -19.10  25.42
H  25.67  -18.41  23.88
O  23.50  -14.20  27.27
C  23.76  -13.01  27.09
O  24.57  -12.42  27.92
C  24.82  -11.03  27.54
C  23.75  -10.72  26.50
C  23.28  -12.09  26.03
H  25.84  -11.05  27.16
H  24.76  -10.37  28.40
H  24.16  -10.04  25.76
H  22.92  -10.22  27.01
H  23.72  -12.36  25.07
H  22.20  -12.10  25.87